Record 1
ORCA calculation (wB97M-V/def2-TZVPD) on C35H32ClNO3 in the gas phase.

XYZ file:
```
72
Properties=species:S:1:pos:R:3:forces:R:3:nbo_charge:R:1
H 3.5778 4.2394 -2.0980 0.098 -0.003 -0.016 0.21
C 0.2426 7.7720 -2.4100 0.106 0.190 -0.079 -0.25
H 0.4748 -7.0127 0.9988 0.084 -0.049 0.000 0.21
H 0.3479 -4.8519 2.1804 0.121 0.059 0.050 0.22
C -2.8616 -5.1049 1.1774 0.055 0.069 0.095 -0.24
C 3.4888 1.3685 -2.1909 -0.016 0.019 0.055 -0.21
C 1.9012 3.1199 -1.3843 -0.012 0.238 -0.061 -0.01
C 1.8190 5.4419 -2.0506 -0.165 0.358 -0.103 -0.30
C 2.9377 -0.1945 0.0660 0.093 0.060 -0.012 -0.01
C 0.3931 -1.6185 -0.0091 -0.023 0.008 0.036 -0.25
H 4.0546 -2.5424 1.0866 0.010 -0.013 -0.003 0.22
C 2.9743 -2.4791 1.2295 0.033 0.217 0.108 -0.45
C 0.9756 -1.0310 1.2757 0.159 0.026 -0.055 -0.31
C -0.5317 -5.2686 1.7124 -0.043 -0.007 0.034 -0.23
N -0.8629 -2.3138 1.8129 -0.393 -0.134 -0.181 -0.45
C -1.7329 -4.5727 1.7832 -0.123 -0.006 0.001 0.05
H -0.5665 8.4996 -2.4530 0.094 -0.017 -0.015 0.20
O 0.6993 -2.1308 3.4639 0.233 -0.067 0.370 -0.63
H 0.6437 7.6189 -3.4173 -0.001 0.003 0.045 0.18
H 4.7379 -0.2523 -2.7969 0.036 -0.035 -0.069 0.21
C -1.0579 -1.9004 0.4405 0.109 0.148 -0.183 -0.05
C -0.4628 -6.4791 1.0488 0.080 -0.005 0.028 -0.19
H 3.6755 1.9524 -3.0800 -0.003 0.050 -0.098 0.21
C 2.5216 4.2627 -1.8713 -0.081 -0.242 0.098 -0.21
H -1.5232 -2.7076 -0.1357 0.071 0.024 0.018 0.22
H 2.7613 -2.9259 2.2064 0.111 0.028 -0.008 0.25
C 2.5057 -1.0246 1.2598 -0.060 -0.151 0.305 -0.23
H -1.5425 -7.9547 -0.0668 0.003 -0.074 -0.042 0.21
O -3.6285 3.0956 -0.3017 0.094 -0.309 -0.220 -0.49
Cl -3.2224 1.6105 -2.7031 -0.020 -0.002 -0.185 0.03
H -2.7810 -2.8157 2.4569 0.055 -0.053 0.060 0.20
H 2.7127 -4.1938 -0.1233 -0.031 -0.143 -0.108 0.21
H 0.5931 -0.0168 1.4258 0.002 -0.063 -0.016 0.25
H -1.8803 -0.1391 2.3984 0.039 -0.049 0.097 0.22
C -0.1734 4.3459 -1.2772 -0.026 0.268 -0.031 -0.27
C 0.4612 5.4936 -1.7562 -0.001 -0.150 0.061 0.30
H -2.0186 -0.7894 -1.8226 0.026 -0.051 -0.164 0.23
C 3.7809 -0.6620 -0.9325 0.019 0.010 0.074 -0.22
H -4.5905 3.5792 1.4732 0.044 0.008 -0.019 0.18
C 4.0706 0.1259 -2.0357 0.089 -0.004 -0.079 -0.20
H -3.6795 -6.7291 0.0525 -0.065 -0.036 -0.042 0.21
C 0.5378 3.1828 -1.0892 0.084 0.110 -0.038 -0.14
H -2.9381 2.0273 2.1105 -0.037 0.101 0.060 0.22
C -2.7944 -6.3210 0.5184 -0.055 -0.112 -0.084 -0.21
H -1.4208 -3.3169 3.5013 -0.120 0.061 -0.093 0.25
C -1.5951 -7.0083 0.4509 -0.068 -0.074 -0.065 -0.22
H -3.7983 -4.5668 1.2229 -0.088 0.071 0.008 0.21
H 2.8698 -0.5499 2.1782 -0.049 -0.055 -0.063 0.23
O -0.3298 6.5949 -1.8968 -0.077 -0.323 0.113 -0.49
C -3.8659 3.9869 0.7612 -0.048 0.169 0.228 -0.25
C -2.8115 1.0549 -1.1230 -0.022 0.102 0.082 -0.07
C 2.6274 1.8535 -1.2106 0.117 -0.195 0.065 -0.08
C 2.4024 1.0809 -0.0784 0.096 0.029 -0.124 -0.16
C 1.1144 -2.8795 -0.3792 -0.127 0.076 -0.079 -0.20
H 2.3412 6.3101 -2.4215 0.010 0.092 -0.021 0.22
C -2.1404 0.1862 1.4023 0.004 -0.179 -0.166 -0.16
C -1.8605 -0.6230 0.3135 -0.154 0.022 0.107 -0.05
H -2.9393 4.2405 1.2861 -0.031 -0.021 -0.010 0.18
H -1.2317 4.3922 -1.0743 -0.174 -0.023 0.022 0.22
C -2.2181 -0.1783 -0.9559 -0.089 0.148 0.200 -0.22
H 1.7826 1.4971 0.7025 -0.115 0.019 0.074 0.20
H 0.4171 -0.9143 -0.8462 -0.063 -0.002 0.073 0.24
H 4.2154 -1.6465 -0.8730 0.026 -0.129 0.043 0.21
C -2.7431 1.4235 1.2389 -0.129 0.317 -0.081 -0.30
C 2.2548 -3.2600 0.1745 0.133 -0.171 0.022 -0.17
C 0.3067 -1.8912 2.3431 0.160 0.281 -0.135 0.71
C -1.7667 -3.2295 2.4665 0.032 -0.025 0.189 -0.26
H 0.0251 2.2991 -0.7355 -0.065 -0.103 0.025 0.20
H 1.0355 8.1527 -1.7574 -0.023 -0.023 -0.039 0.17
H 0.6399 -3.4864 -1.1386 0.003 -0.161 -0.098 0.21
H -4.2773 4.8846 0.3029 0.028 -0.048 0.077 0.21
C -3.0742 1.8900 -0.0271 0.042 -0.073 -0.038 0.27
```
Positions in Å, forces in eV/Å.

The SMILES is COc1ccc(-c2cccc([C@@H]3CC=C[C@@H]4[C@H]3C(=O)N(Cc3ccccc3)[C@H]4c3ccc(OC)c(Cl)c3)c2)cc1. Its molecular weight is 550.098 u. For the relative energy (zero: lowest compared OMol25 entry of this formula, charge and spin), the calculation gives 0.0 kcal per mole. For the HOMO energy, the calculation gives -0.2960 Eh.

Record 2
ORCA calculation (wB97M-V/def2-TZVPD) on C3H5N3 in the gas phase.

XYZ file:
```
11
Properties=species:S:1:pos:R:3:forces:R:3:nbo_charge:R:1
H -1.7571 0.7296 -1.9632 0.000 0.164 0.389 0.41
H 1.7167 -0.8265 1.4747 -0.039 0.239 0.058 0.37
C 0.3170 0.0573 0.3482 -0.192 -0.111 -0.277 0.05
H -0.6093 2.0834 -0.1083 0.212 -0.226 -0.021 0.22
C -0.0674 -1.1437 -0.2907 0.037 -0.181 -0.010 -0.10
N -1.2129 0.3510 -1.2031 0.035 0.116 -0.023 -0.33
N -0.9576 -0.9533 -1.2476 0.046 0.002 0.240 -0.25
N 1.4150 0.1079 1.2265 -0.040 0.045 0.105 -0.81
C -0.4763 1.0186 -0.2544 0.139 -0.093 -0.163 -0.13
H 0.2769 -2.1384 -0.0446 0.053 0.024 -0.162 0.20
H 1.3592 0.6895 2.0495 -0.252 0.021 -0.135 0.38
```
Positions in Å, forces in eV/Å.

The SMILES is Nc1cn[nH]c1. Its molecular weight is 83.094 u. For the relative energy (zero: lowest compared OMol25 entry of this formula, charge and spin), the calculation gives 19.4 kcal per mole. For the HOMO energy, the calculation gives -0.2983 Eh.

Record 3
ORCA calculation (wB97M-V/def2-TZVPD) on a molecular structure, ArH22O11.

XYZ file:
```
34
Properties=species:S:1:pos:R:3:forces:R:3:nbo_charge:R:1
O -2.6682 1.7741 1.6621 0.181 -0.337 0.868 -0.97
O 3.4396 -0.0552 1.8907 -0.068 -0.056 0.110 -0.95
H -0.3540 -4.0553 -2.2254 0.003 -0.298 -0.087 0.48
H -2.3848 0.0790 2.3222 0.078 0.692 -0.296 0.49
H -3.5987 1.6411 1.8428 -0.346 0.203 -0.001 0.47
H 4.3482 0.0551 2.1709 0.277 0.058 0.147 0.48
O 1.8446 2.1432 2.7158 -0.427 0.190 0.285 -0.97
H -0.6607 1.8775 -2.9889 0.187 0.212 -0.033 0.48
H 3.4923 -0.6278 1.1255 -0.136 -0.081 -0.259 0.48
O 0.0175 -3.1857 -2.0772 -0.095 0.317 -0.391 -0.97
Ar -0.1355 -0.1469 -0.2559 0.047 -0.017 0.052 0.00
H 1.3765 -4.0905 0.9341 0.213 -0.267 -0.047 0.47
O -1.5373 1.6128 -2.7101 0.136 0.400 -0.283 -0.97
O -2.8714 2.9592 -0.8264 -0.568 0.281 0.660 -0.98
H -2.5550 -1.5792 -3.7207 -0.201 0.103 -0.193 0.48
O 1.0800 3.6736 0.5132 -0.054 0.338 -0.608 -0.96
O 2.9670 -3.0472 -1.9582 0.249 -0.164 0.104 -0.94
H 0.3230 4.2580 0.5543 -0.129 0.176 -0.033 0.46
H 2.4688 2.7334 3.1380 0.045 0.264 0.080 0.47
H -2.6065 1.7715 0.7069 -0.083 0.389 -0.786 0.50
H -2.5302 2.5520 -1.6227 0.391 -0.423 -0.622 0.50
H 3.6183 -2.5337 -1.4803 0.259 0.083 0.022 0.46
H -1.2272 -0.5798 3.0418 0.132 0.114 0.091 0.46
O -2.0357 -1.2248 -2.9989 -0.167 0.363 -0.011 -0.97
H 1.0125 -2.9826 1.8995 -0.082 0.226 0.236 0.48
H 0.1625 -3.1445 -1.1320 -0.131 0.082 0.710 0.50
H -1.3931 -1.9080 -2.8076 0.553 -0.405 0.353 0.50
O 0.7339 -3.3967 1.0827 -0.096 0.020 -0.420 -0.95
H -1.5037 0.6565 -2.6880 -0.328 -0.786 -0.091 0.51
H 2.3836 1.4331 2.3673 0.222 -0.525 -0.274 0.49
O -2.0910 -0.7622 2.6718 0.025 -0.944 0.279 -0.97
H 0.9603 3.0737 1.2495 0.221 -0.401 0.556 0.49
H -2.2160 3.6167 -0.5933 0.104 0.174 0.094 0.46
H 2.1404 -2.5902 -1.8035 -0.412 0.022 -0.208 0.48
```
Positions in Å, forces in eV/Å.

Its molecular weight is 238.113 u. For the relative energy (zero: lowest compared OMol25 entry of this formula, charge and spin), the calculation gives 16.0 kcal per mole. For the HOMO energy, the calculation gives -0.3849 Eh.

Record 4
ORCA calculation (wB97M-V/def2-TZVPD) on 2 unconnected molecules or ions with the total composition C3H9N2PS at a distorted geometry.

XYZ file:
```
16
Properties=species:S:1:pos:R:3:forces:R:3:nbo_charge:R:1
H 0.1153 2.5937 -0.3150 0.350 0.284 0.007 0.21
H -1.4416 0.1828 0.5473 -0.279 -1.445 0.584 0.19
P 3.0089 -0.4613 0.1710 0.397 0.799 -0.122 0.93
H -1.7472 1.2565 -0.7270 0.235 -1.014 -0.969 0.23
H -1.3309 2.5115 0.7856 2.451 -0.717 0.302 0.21
H 0.2106 -2.3612 -0.9155 0.712 -0.498 0.726 0.24
H 0.2329 0.4665 -1.8299 0.544 0.404 -0.104 0.35
C -0.9385 0.6552 -0.2545 -0.146 4.231 1.710 -0.28
N -0.1716 -0.1007 -1.1013 1.120 -1.928 -0.172 -0.40
H 0.8475 -2.6248 0.7293 -0.913 -1.468 3.183 0.20
H 1.9123 -2.8388 -0.6490 1.057 -2.007 -0.532 0.21
S 3.4377 1.4240 -0.0853 -0.503 -0.821 0.072 -0.52
C -0.3239 1.9936 0.4686 -1.623 -1.447 -0.362 -0.61
H 0.4489 1.6395 1.2030 -1.010 0.908 -0.312 0.23
N 1.5432 -0.9814 -0.2112 -1.930 1.295 -0.569 -0.74
C 1.0832 -2.3887 -0.2170 -0.463 3.424 -3.440 -0.42
```
Positions in Å, forces in eV/Å.

Its molecular weight is 136.160 u. For the relative energy (zero: lowest compared OMol25 entry of this formula, charge and spin), the calculation gives 111.7 kcal per mole. For the HOMO energy (spin up / spin down), the calculation gives -0.3141 / -0.3109 Eh.

Record 5
ORCA calculation (wB97M-V/def2-TZVPD) on a molecular structure, C41H41CsN3O8P4 at a distorted geometry.

XYZ file:
```
98
Properties=species:S:1:pos:R:3:forces:R:3:nbo_charge:R:1
O -1.2106 5.6889 -0.0062 0.162 0.613 -0.196 -1.21
H -4.1011 -3.1887 -0.2270 -0.001 -0.005 -0.001 0.21
H -6.0695 -6.9272 0.4038 0.001 0.002 -0.001 0.21
H 1.6459 -2.3008 4.2189 0.013 0.006 -0.011 0.21
O -3.7218 5.3914 1.7744 -0.113 0.216 -0.180 -0.98
C 3.4184 -1.1179 1.5913 0.043 -0.028 0.098 -0.22
C 2.4188 1.9324 -3.8532 0.051 -0.029 0.065 -0.25
O -4.2148 7.0741 -0.4733 0.026 -0.020 0.035 -0.77
C 2.1078 2.1554 4.4684 -0.015 -0.037 -0.074 -0.18
H -0.8742 4.2397 -2.1625 -0.087 0.254 0.187 0.52
H -0.4881 -0.5630 -4.9848 0.018 -0.013 -0.002 0.21
C 2.4877 2.1946 -1.3894 0.332 -0.257 0.378 0.14
C -0.7140 -4.9058 2.0937 0.093 -0.015 0.030 -0.15
C 4.1084 2.4146 3.1739 -0.020 0.030 0.027 -0.12
C 0.0933 -5.3808 3.1156 -0.052 0.050 0.001 -0.23
P -4.1631 4.6342 0.4530 0.193 0.360 -0.299 2.37
H -0.1499 2.4171 -5.9929 0.022 -0.005 -0.006 0.21
H -0.1671 -2.1137 2.5865 0.025 -0.015 -0.012 0.20
C 1.7408 2.2224 -2.6581 -0.164 -0.124 -0.354 0.19
N 2.5747 2.2301 0.8579 0.102 -0.083 0.032 -0.53
C 0.8424 -1.8590 2.2862 0.052 -0.030 0.040 -0.19
C 1.8672 -1.9545 3.2163 -0.093 -0.019 -0.019 -0.20
H -4.3457 4.3007 -2.4038 -0.025 0.016 -0.048 0.22
H 2.9994 -5.6908 1.4070 -0.007 0.005 0.006 0.21
O 0.7498 1.5151 2.1345 0.305 -0.311 0.259 -0.75
H -6.1533 -4.4682 0.1392 0.004 -0.002 -0.001 0.21
H 1.5458 -4.8801 -0.4190 -0.008 -0.022 0.020 0.22
C -5.1594 -6.3651 0.2375 0.045 -0.006 -0.005 -0.23
C -3.7925 5.7719 -0.9221 0.094 0.022 -0.052 -0.50
H 3.4634 1.6608 -3.8238 0.001 0.001 0.008 0.22
O -3.5957 3.2872 0.2819 -0.534 -0.313 -0.039 -1.15
C 3.9993 2.1955 -1.4446 -0.136 0.105 -0.078 -0.69
P -1.9353 5.9927 -1.2760 -0.768 -0.326 0.560 2.38
C 1.7251 -2.5833 -3.4096 0.036 -0.025 0.087 -0.21
H 4.7763 2.7027 6.4858 -0.003 0.000 0.001 0.20
H 3.9549 -1.6381 3.6066 0.006 0.011 0.003 0.21
C 1.0964 -1.4131 0.9923 0.262 -0.091 -0.019 -0.37
C 3.1597 -1.5861 2.8738 -0.004 0.021 -0.113 -0.22
C 2.7323 2.1951 3.2259 0.180 -0.020 0.077 -0.12
C -1.5771 -2.3266 0.0526 0.427 -0.075 -0.008 -1.03
H 2.3353 2.3174 6.5947 -0.004 -0.002 -0.016 0.20
H 2.0676 -6.0133 3.6769 -0.002 0.001 -0.003 0.21
H -6.1122 3.7707 0.2104 0.120 0.151 0.088 0.50
H -1.0725 -0.0459 -2.6472 -0.006 0.000 0.012 0.22
H 2.6046 -0.6134 -0.3206 0.005 -0.016 0.030 0.21
C 1.7598 1.9867 -5.0635 -0.099 0.037 0.008 -0.16
H 4.3736 1.2576 -1.8677 0.003 -0.001 0.024 0.20
H -1.8182 -6.8119 -0.0817 -0.005 -0.010 -0.002 0.22
H 4.3869 3.0123 -2.0581 -0.017 -0.005 -0.014 0.21
N 0.4355 2.5481 -2.6806 0.049 0.237 0.009 -0.46
C 0.3528 -1.4129 -1.8063 0.038 0.051 -0.113 -0.25
C 4.2065 2.5605 5.5754 -0.010 -0.010 -0.059 -0.22
C 4.8415 2.5924 4.3395 -0.064 -0.010 -0.002 -0.25
C 2.8363 2.3435 5.6338 0.001 0.006 0.056 -0.23
H -4.2652 5.9655 -3.0071 0.009 -0.022 -0.006 0.23
H -3.8810 -8.0939 0.2875 -0.013 0.001 0.000 0.21
C -0.3055 -0.7808 -2.8631 0.113 -0.076 0.031 -0.23
C 1.3728 -2.3139 -2.0939 0.071 -0.029 -0.122 -0.23
H -5.6416 5.4693 -2.0067 0.012 -0.018 0.031 0.21
C 1.4333 -5.6584 2.8742 0.017 0.007 -0.075 -0.21
H 5.9111 2.7581 4.2855 -0.004 0.001 -0.011 0.20
O -1.9519 7.3405 -1.9073 0.196 -0.025 -0.146 -1.16
H -0.3193 -5.5224 4.1072 0.000 -0.002 -0.007 0.21
H 4.5883 2.4436 2.2055 -0.006 0.000 0.005 0.22
C -2.8020 -4.9036 -0.1800 0.035 -0.037 -0.037 -0.22
H -2.3946 -1.9157 -0.5431 -0.010 -0.036 -0.080 0.25
H 1.9015 -2.8000 -1.2828 -0.007 0.017 -0.028 0.22
H -3.5809 7.6824 -0.9065 -0.032 -0.060 -0.039 0.51
C 1.9560 -5.4775 1.6027 -0.021 0.004 0.021 -0.20
H 4.3708 2.2943 -0.4301 0.045 0.013 -0.014 0.26
P -0.2530 -0.9973 -0.1377 -0.744 0.302 0.018 0.88
C -0.1831 2.6053 -3.8612 -0.083 -0.140 0.135 0.05
C 1.9036 1.9557 1.9833 0.296 -0.233 0.114 0.60
H 2.5252 -3.2834 -3.6185 -0.002 -0.001 -0.002 0.20
Cs -0.8454 3.0483 0.6263 -0.063 -0.265 -0.113 0.95
N 1.8406 2.1119 -0.2775 -0.094 0.223 -0.179 -0.23
C 1.1395 -5.0169 0.5768 -0.030 0.060 -0.012 -0.21
C -4.0367 -4.2637 -0.1203 0.005 -0.009 0.028 -0.25
O -1.6382 4.8130 -2.3484 -0.036 0.081 -0.218 -1.05
C -0.1970 -4.7098 0.8133 -0.102 0.028 -0.062 -0.34
H 1.0431 1.9622 4.4931 0.006 0.003 0.014 0.23
H -1.7576 -4.6856 2.2893 0.004 -0.006 0.018 0.21
C -2.7698 -6.2943 -0.0379 -0.131 -0.007 -0.016 -0.25
H -1.2299 2.8913 -3.8353 0.019 0.005 0.035 0.21
C 2.3979 -1.0282 0.6592 -0.093 -0.057 0.075 -0.14
C 1.0516 -1.9668 -4.4539 -0.082 0.068 0.014 -0.22
O -5.7659 4.5798 0.6128 -0.063 -0.104 -0.080 -0.99
C 0.0313 -1.0651 -4.1783 0.032 -0.052 -0.025 -0.21
H -1.9262 -2.3264 1.0887 0.026 -0.028 0.022 0.24
P -1.2227 -4.0429 -0.5713 0.053 0.150 0.244 0.82
H 2.2848 1.7605 -5.9835 0.009 -0.004 0.002 0.21
C -5.2047 -4.9885 0.0887 -0.022 -0.006 0.003 -0.21
C 0.4193 2.3387 -5.0764 0.069 -0.022 -0.054 -0.29
C -3.9331 -7.0182 0.1726 0.058 0.068 -0.007 -0.20
H 1.3284 -2.1806 -5.4788 -0.008 0.006 -0.009 0.21
H -3.5126 6.3143 1.5388 0.054 -0.119 0.087 0.53
H 4.4149 -0.7888 1.3229 -0.005 0.004 0.009 0.21
C -4.5685 5.3420 -2.1649 0.052 0.044 0.020 -0.64
```
Positions in Å, forces in eV/Å.

Its molecular weight is 960.593 u. As for the total charge: -1. For the HOMO energy, the calculation gives -0.1798 Eh.

Record 6
ORCA calculation (wB97M-V/def2-TZVPD) on a molecular structure, C3H4Br2N2 at a distorted geometry.

XYZ file:
```
11
Properties=species:S:1:pos:R:3:forces:R:3:nbo_charge:R:1
N -0.6597 0.7729 1.0019 2.328 1.904 -3.483 -0.26
H 0.4220 -0.2312 -2.0026 0.655 0.342 -2.357 0.23
Br 0.8224 2.6365 -0.5447 0.438 0.650 -0.181 0.24
C -0.9776 -0.5587 0.7712 0.939 -2.186 -1.661 -0.08
Br 0.9536 0.9175 2.1394 -0.134 -0.515 0.871 0.04
H -0.4213 -2.2314 -0.7306 -0.356 2.199 1.082 0.24
H -1.6470 -0.9223 1.5136 -0.351 -0.839 0.201 0.23
C 0.5320 -0.1384 -0.9846 -1.337 0.409 4.772 -0.31
N -0.0956 1.0840 -0.4339 -2.456 -0.372 0.737 -0.39
C -0.3850 -1.1415 -0.3258 -0.695 -1.059 1.167 -0.17
H 1.4562 -0.1874 -0.4040 0.969 -0.533 -1.149 0.22
```
Positions in Å, forces in eV/Å.

Its molecular weight is 227.887 u. For the relative energy (zero: lowest compared OMol25 entry of this formula, charge and spin), the calculation gives 78.2 kcal per mole. For the HOMO energy, the calculation gives -0.3268 Eh.

Question: The lowest molecular weight belongs to which entry?
Answer: C3H5N3

Question: Among the records above, which one has the highest molecular weight?
Answer: C41H41CsN3O8P4

Question: Look up the molecular weight of the second one.
Answer: 83.094 u